# C19H55O10

A cluster of 8 separate species, C19H55O10 in total (wB97M-V/def2-TZVPD, the OMol25 dataset).

Results
electronic energy	-1508.47299	hartree
HOMO	-11.66	eV
gap between HOMO and LUMO	9.426	eV
energy above the lowest of the compared OMol25 structures with the same formula, charge and spin	0.00	kJ/mol

Geometry as ORCA input:
```
! RIJCOSX wB97M-V def2-TZVPD def2/J DEFGRID3
* xyz 1 1
O -49.8206 -14.9779 21.3860
H -49.5231 -15.5659 22.1474
H -50.6639 -15.6757 21.1544
H -49.4253 -15.0575 20.4927
C -48.5627 -18.1664 22.7007
C -49.1928 -19.5601 23.0108
O -48.5956 -20.5389 22.2288
O -49.0958 -17.0747 23.3455
H -48.8117 -18.1019 21.6945
H -47.4267 -18.1897 22.7555
H -50.1703 -19.5470 22.8681
H -48.7513 -19.7955 24.1119
H -49.1579 -21.1223 22.4682
H -49.1807 -17.1696 24.3722
C -49.0260 -11.9597 18.9806
C -49.3344 -12.9542 17.8865
O -49.3137 -12.4262 16.5747
O -49.1433 -12.6523 20.1585
H -49.9189 -11.2555 18.8798
H -48.2550 -11.4586 18.5941
H -50.2865 -13.2448 18.0235
H -48.4609 -13.8628 17.9402
H -49.7490 -11.4650 16.3738
H -49.0731 -11.8369 20.6780
C -47.0238 -12.7579 25.1979
C -46.9032 -13.5841 23.9031
C -46.5889 -15.0720 24.1617
O -48.0964 -13.4947 23.1026
H -47.9345 -13.0466 25.8798
H -47.1861 -11.7841 24.8369
H -46.3872 -12.9270 25.9716
H -46.0398 -13.2576 23.3403
H -45.6897 -15.1243 24.7477
H -46.5672 -15.6090 23.4550
H -47.5178 -15.3167 24.9175
H -48.0653 -12.5329 22.9315
C -51.2687 -12.4663 19.4798
C -52.6790 -11.7627 19.3774
C -53.5719 -12.0287 20.5609
O -52.5322 -10.4147 19.2959
H -50.6246 -11.9667 20.1990
H -50.9077 -12.3249 18.4810
H -51.4264 -13.5421 19.7155
H -53.1999 -12.0919 18.5403
H -54.6629 -11.8713 20.3034
H -52.9742 -11.7532 21.4540
H -53.7330 -13.1060 20.4700
H -52.7982 -10.0088 18.5086
C -49.4432 -16.4499 16.7413
C -49.3848 -17.0487 18.2769
C -48.7764 -18.4872 18.3404
O -48.7703 -16.1141 19.0920
H -49.8953 -15.6075 16.7655
H -50.0494 -17.0074 16.0132
H -48.2221 -16.4012 16.5897
H -50.4597 -17.1970 18.6435
H -49.2859 -19.2039 17.7016
H -48.9696 -18.8366 19.4370
H -47.7622 -18.2991 18.0456
H -47.8338 -16.0146 18.9704
C -44.1078 -15.3464 19.0893
C -45.3544 -15.4410 19.8814
C -46.2593 -14.2289 19.9608
O -46.0721 -16.4892 19.2628
H -43.7116 -14.5380 19.3542
H -44.3326 -14.9991 18.0978
H -43.4483 -16.1053 18.9369
H -44.9742 -15.8393 20.7990
H -45.8769 -13.5539 20.6021
H -47.1601 -14.4649 20.3880
H -46.4031 -13.5680 19.1346
H -45.3705 -17.0636 19.1390
C -52.4700 -15.0694 23.6023
C -53.0716 -15.8782 22.4516
C -54.2981 -15.4018 21.8297
O -52.0769 -16.2644 21.5429
H -51.8882 -14.0620 23.2509
H -51.5838 -15.2506 24.3976
H -53.1406 -14.7582 24.3027
H -53.4707 -16.7964 22.9594
H -54.7042 -15.8865 20.8698
H -54.3468 -14.3129 21.6861
H -55.1364 -15.2964 22.6014
H -52.4721 -17.0593 21.0732
*
```

# C19H56AgF6O15

A structure of composition C19H56AgF6O15 (wB97M-V/def2-TZVPD, the OMol25 dataset).

Results
⟨S²⟩	0.76
electronic energy	-2631.91504	hartree
HOMO (spin up / spin down)	-9.06 / -8.24	eV
gap between HOMO and LUMO (spin up / spin down)	9.372 / 6.003	eV
energy above the lowest of the compared OMol25 structures with the same formula, charge and spin	150.43	kJ/mol

Geometry as ORCA input:
```
! RIJCOSX wB97M-V def2-TZVPD def2/J DEFGRID3
* xyz 0 2
Ag 0.0708 -0.3658 -0.2539
C 3.2706 0.1180 1.0659
O 2.6831 -0.2117 2.3615
O 2.3367 -0.2836 0.0670
C 4.0776 1.5285 1.0900
F 4.2584 1.9393 -0.1423
F 3.3897 2.5122 1.7065
F 5.2961 1.3897 1.6863
C 3.6166 -0.2378 3.4504
C 2.8800 -0.6301 4.6818
H 2.1157 0.1245 4.8677
H 2.1924 -1.4758 4.6803
H 3.4986 -0.6527 5.5790
H 4.1720 0.6858 3.6129
H 4.3500 -1.0217 3.2615
H 4.0668 -0.6060 0.8926
C -1.3103 0.9163 2.6911
O -2.2249 -0.2451 2.7820
O -0.7624 0.8902 1.4098
C -1.9946 2.1959 3.2153
F -1.9806 3.1164 2.2571
F -3.2159 1.9809 3.5031
F -1.4688 2.8329 4.2743
C -1.9600 -1.2369 3.8154
C -3.2156 -2.0839 4.0364
H -3.9607 -1.5135 4.5910
H -3.5282 -2.5728 3.1138
H -2.9055 -2.9412 4.6338
H -1.8548 -0.7649 4.7923
H -1.1057 -1.9128 3.7769
H -0.5245 0.7883 3.4355
C -3.2827 3.0927 -1.1467
O -2.7344 3.9677 -0.0863
H -4.1036 2.4794 -0.7748
H -3.5364 3.5702 -2.0931
H -2.4565 2.4309 -1.4064
H -2.3134 3.4485 0.6027
C -1.5071 -3.5914 0.7574
O -0.8147 -2.3598 1.0008
H -1.8755 -3.6156 -0.2681
H -0.8826 -4.4347 0.4625
H -2.3514 -3.9592 1.3405
H -0.2462 -2.4999 1.7616
C -1.4790 1.3633 -5.0098
O -1.2319 2.3218 -3.9798
H -1.0721 1.5432 -6.0049
H -1.0741 0.3668 -4.8332
H -2.5560 1.2423 -5.1262
H -1.5340 3.1849 -4.2719
C 0.7543 4.8370 1.2151
O 2.1246 5.0210 0.8483
H 0.5544 5.2941 2.1842
H 0.1219 5.0989 0.3668
H 0.5222 3.7847 1.3794
H 2.6822 4.9763 1.6286
C 0.8143 -1.3301 -6.2600
O 0.8669 -1.6733 -4.8508
H 0.7143 -2.3193 -6.7068
H 0.0177 -0.6388 -6.5349
H 1.7649 -0.8810 -6.5477
H 1.5389 -2.3584 -4.8233
C 1.2590 -3.1054 -1.9861
O 0.4229 -1.9163 -2.0434
H 0.9115 -3.8307 -2.7219
H 2.3053 -2.8908 -2.2037
H 1.2395 -3.5410 -0.9871
H 0.2546 -1.7503 -2.9738
C 4.1321 0.3837 -3.0972
O 3.8010 -0.8019 -2.4826
H 5.1584 0.4097 -3.4633
H 3.5156 0.8338 -3.8752
H 4.0630 1.0889 -2.2689
H 3.2240 -0.6532 -1.7299
C -2.5255 -1.3559 -2.2482
O -2.1657 -0.6288 -1.1085
H -2.2328 -2.4024 -2.1634
H -3.6124 -1.3710 -2.1663
H -2.0777 -0.7355 -3.0245
H -2.8942 -0.5548 -0.4877
C -5.3065 0.1542 1.2485
O -4.0675 -0.2519 0.7570
H -5.2888 0.4012 2.3100
H -5.7192 0.9841 0.6748
H -6.0593 -0.6295 1.1639
H -3.5864 -0.4410 1.5659
C 0.8950 2.2854 -1.8242
O -0.1161 1.3683 -1.7393
H 0.6403 3.0698 -2.5370
H 1.2449 2.7293 -0.8922
H 1.7722 1.8067 -2.2594
H -0.5882 1.5029 -2.5643
C 2.3231 -3.7664 1.8394
O 1.6051 -2.5995 2.1993
H 2.8540 -3.6685 0.8925
H 2.9535 -4.1951 2.6185
H 1.7210 -4.6577 1.6634
H 2.2566 -1.8958 2.1563
*
```

# C19H57BBr2N19O10

A cluster of 10 separate species, C19H57BBr2N19O10 in total (wB97M-V/def2-TZVPD, the OMol25 dataset).

Results
electronic energy	-7724.24608	hartree
HOMO	-4.02	eV
gap between HOMO and LUMO	5.125	eV

Geometry as ORCA input:
```
! RIJCOSX wB97M-V def2-TZVPD def2/J DEFGRID3
* xyz -1 1
C 2.2506 -0.1755 0.2263
C 1.0540 -0.3635 -0.7226
C 0.5295 -1.7913 -0.6794
N -0.7223 -1.9709 -1.4201
B -1.9746 -1.4102 -0.6877
C -2.8281 -2.6192 0.0469
C -4.0779 -2.1808 0.8334
C -3.7883 -1.2359 2.0044
C -3.5509 -1.9741 3.3188
O -2.8475 -1.1640 4.2789
C -2.9896 -0.6746 -1.7404
Br -3.4482 -1.7694 -3.2826
C -3.5326 0.5336 -1.7012
C -4.4774 1.1960 -2.6790
Br -3.1502 1.7456 -0.2500
H 2.6377 0.8396 0.1393
H 1.9308 -0.2971 1.2645
H 3.0417 -0.8863 0.0046
H 1.4288 -0.1792 -1.7358
H 0.2809 0.3663 -0.4830
H 0.4693 -2.1539 0.3622
H 1.2973 -2.4147 -1.1641
H -0.8380 -2.9763 -1.5121
H -1.6057 -0.6335 0.1663
H -2.1952 -3.2431 0.6900
H -3.1845 -3.2764 -0.7620
H -4.5731 -3.0712 1.2333
H -4.7850 -1.7041 0.1460
H -4.6658 -0.5891 2.1488
H -2.9413 -0.5731 1.8228
H -2.9050 -2.8342 3.1258
H -4.4902 -2.2792 3.7851
H -2.8368 -0.2572 3.9623
H -3.9643 2.0371 -3.1539
H -5.3284 1.5961 -2.1190
H -4.8533 0.4840 -3.4033
C 6.4582 -0.2564 0.4782
O 5.3219 0.1711 0.5289
N 6.7857 -1.4546 -0.0858
N 7.5333 0.4421 0.9726
H 7.7278 -1.8093 -0.1238
H 6.0398 -1.9782 -0.5037
H 7.3517 1.3357 1.3881
H 8.4737 0.1138 0.8809
C -1.4972 4.0271 3.0407
O -0.6643 3.1713 2.8071
N -2.6927 4.1092 2.3837
N -1.3029 5.0040 3.9852
H -3.3707 4.8179 2.5864
H -2.8831 3.4410 1.6601
H -0.4385 4.9849 4.4904
H -1.9733 5.7268 4.1680
C -1.1732 4.8673 -1.7556
O -2.1099 5.2657 -1.0726
N -0.3102 5.7484 -2.3634
N -0.9287 3.5578 -1.9984
H 0.4575 5.4579 -2.9380
H -0.4591 6.7271 -2.2056
H -1.5327 2.8653 -1.5697
H -0.1744 3.2428 -2.5790
C -4.0614 7.7544 1.6232
O -3.9878 7.3101 2.7632
N -3.3305 7.2782 0.5856
N -4.9172 8.7827 1.3180
H -3.4093 7.6318 -0.3483
H -2.6979 6.5127 0.7478
H -5.4755 9.1517 2.0632
H -5.0093 9.1680 0.3980
C -4.0954 6.4466 -4.8833
O -3.7145 7.5890 -5.0897
N -5.1753 5.9124 -5.5387
N -3.4903 5.6153 -3.9937
H -5.5077 4.9797 -5.3861
H -5.6451 6.4988 -6.2010
H -2.6986 5.9700 -3.4889
H -3.7962 4.6782 -3.8084
C 10.7128 -2.2215 1.2113
O 10.1010 -1.9830 0.1752
N 10.5535 -1.5252 2.3735
N 11.6288 -3.2278 1.2847
H 11.0742 -1.7266 3.2072
H 9.8932 -0.7748 2.3856
H 11.7921 -3.7608 0.4520
H 12.1499 -3.4304 2.1192
C 15.0305 -2.7081 3.4334
O 13.8708 -2.3399 3.5197
N 15.4074 -3.8000 2.7017
N 16.0473 -2.0506 4.0641
H 16.3559 -4.1116 2.6211
H 14.6883 -4.3055 2.2212
H 15.8032 -1.2440 4.6073
H 17.0075 -2.3300 4.0084
C -4.8186 -6.0687 -0.3164
O -4.7508 -5.4460 0.7254
N -4.8281 -5.4694 -1.5448
N -4.9006 -7.4413 -0.3493
H -4.8859 -5.9767 -2.4098
H -4.7726 -4.4636 -1.5723
H -4.9003 -7.9201 0.5306
H -4.9585 -7.9701 -1.1991
C -8.2768 -6.6731 -2.7365
O -7.3750 -6.8987 -3.5291
N -8.0560 -6.1261 -1.5116
N -9.5856 -6.9644 -3.0273
H -8.7778 -5.9416 -0.8424
H -7.1027 -5.9011 -1.2809
H -9.7763 -7.3683 -3.9241
H -10.3437 -6.7894 -2.3969
*
```

# C19H57N19O38

A cluster of 19 separate species, C19H57N19O38 in total (wB97M-V/def2-TZVPD, the OMol25 dataset).

Results
electronic energy	-4655.79336	hartree
HOMO	-10.78	eV
gap between HOMO and LUMO	10.242	eV
energy above the lowest of the compared OMol25 structures with the same formula, charge and spin	135.26	kJ/mol

Geometry as ORCA input:
```
! RIJCOSX wB97M-V def2-TZVPD def2/J DEFGRID3
* xyz 0 1
C 0.2066 1.2218 3.3921
N -0.0974 2.3434 2.5357
O 0.1350 2.2664 1.3277
O -0.4690 3.3632 3.0335
H -0.4961 1.2779 4.1940
H 1.1623 1.4257 3.7266
H 0.1569 0.2665 2.8438
C -3.9848 -0.6842 3.9557
N -4.7123 -1.9267 3.7816
O -4.0959 -2.9161 4.1345
O -5.8325 -1.9315 3.3040
H -3.9165 -0.1870 2.9858
H -2.9801 -0.9665 4.2296
H -4.4837 -0.0273 4.6569
C -5.8295 -0.8049 -0.4513
N -5.5895 0.2812 -1.3751
O -5.6626 0.1576 -2.6011
O -5.2036 1.2835 -0.8322
H -6.3877 -1.6408 -0.9530
H -6.3323 -0.3793 0.4057
H -4.8153 -1.1023 -0.1226
C -3.2198 -4.1910 -2.8875
N -3.3933 -4.5074 -4.3085
O -2.7632 -3.8554 -5.1756
O -4.2088 -5.3560 -4.5604
H -2.4509 -3.4140 -2.7695
H -2.9293 -5.0975 -2.4423
H -4.2381 -3.8742 -2.4700
C -0.4823 -3.8950 6.3277
N 0.2105 -2.6136 6.4223
O 0.4038 -2.0317 5.3315
O 0.6139 -2.2214 7.4828
H -0.6937 -4.1111 5.3235
H -1.3466 -3.8083 6.9653
H 0.1657 -4.6296 6.7566
C 2.8689 3.1108 -4.1697
N 1.9016 2.1865 -4.6900
O 0.7589 2.1906 -4.3573
O 2.3131 1.4345 -5.5822
H 2.4646 3.7450 -3.4022
H 3.3368 3.6073 -4.9792
H 3.7047 2.5907 -3.7198
C 3.9010 -1.3806 -3.4841
N 4.6797 -1.3577 -2.2761
O 4.7283 -2.4185 -1.6385
O 5.1848 -0.3489 -1.8922
H 4.1846 -0.4809 -4.0932
H 2.8464 -1.2504 -3.1965
H 3.9442 -2.2849 -4.0757
C -1.3729 -2.9719 1.2729
N -2.7492 -3.4269 0.7660
O -3.6925 -2.8061 1.1107
O -2.7392 -4.3531 -0.0329
H -1.0597 -2.2849 0.5522
H -0.6960 -3.8085 1.2424
H -1.5338 -2.4245 2.2112
C 0.3042 0.4809 -1.1055
N 1.5576 -0.2830 -0.9624
O 1.5302 -1.4740 -0.6477
O 2.6211 0.3278 -1.0917
H 0.5284 1.4948 -0.8512
H -0.4231 -0.0290 -0.5376
H -0.0023 0.5323 -2.1612
C -0.0556 1.9772 -7.9032
N -0.6352 3.1074 -7.1894
O -1.8314 3.0864 -6.9758
O 0.0712 4.0317 -6.7963
H -0.5803 2.0047 -8.8680
H -0.3462 1.1239 -7.3387
H 0.9779 2.1002 -8.0687
C -1.8847 4.7402 -3.8029
N -1.9268 5.4710 -2.5459
O -2.8289 5.1848 -1.7809
O -1.0581 6.3056 -2.4186
H -0.8657 4.4598 -3.9437
H -2.0839 5.4475 -4.6044
H -2.5118 3.8293 -3.8555
C 3.6538 -0.6195 6.3264
N 4.7853 -1.4558 5.7532
O 5.1004 -1.2114 4.5950
O 5.2609 -2.2929 6.4321
H 3.1687 -0.3433 5.4317
H 4.0163 0.1773 7.0002
H 3.0281 -1.2932 6.9435
C 1.4028 6.8786 -0.1771
N 2.6233 6.4756 -0.9286
O 2.6020 5.3581 -1.4314
O 3.5246 7.3012 -1.1029
H 0.4607 6.7402 -0.7929
H 1.5410 7.9004 0.0572
H 1.4251 6.2982 0.7183
C 2.7235 -4.5924 3.7924
N 1.8797 -5.0128 2.6641
O 0.6745 -5.1960 2.8663
O 2.3806 -5.1249 1.5284
H 3.6360 -5.1558 3.9227
H 2.1194 -4.8105 4.6708
H 2.8280 -3.4906 3.7222
C 3.0985 4.2423 2.0534
N 2.8891 4.3394 3.5198
O 2.8634 5.4702 3.9226
O 2.6169 3.3528 4.1580
H 2.4472 4.9155 1.5815
H 2.8781 3.1672 1.8580
H 4.1173 4.5920 1.8550
C -2.8578 2.8977 0.6382
N -3.2229 2.2155 1.9005
O -3.0447 1.0221 1.9025
O -3.6084 2.8744 2.8433
H -2.5359 3.9306 0.8175
H -3.7404 2.8756 0.0261
H -2.0386 2.3001 0.1706
C 0.1845 -5.6520 -1.2696
N -0.1125 -4.7097 -2.4124
O -0.1569 -5.1699 -3.5532
O -0.1971 -3.5244 -2.1110
H -0.5295 -6.4835 -1.3842
H 0.0741 -5.2324 -0.2855
H 1.1721 -6.0155 -1.4073
C 4.7819 -1.4543 1.6332
N 3.5839 -0.7353 2.1923
O 3.3641 0.4185 1.9455
O 2.8821 -1.3871 2.9299
H 5.1090 -0.8362 0.8208
H 4.3970 -2.4337 1.2496
H 5.5430 -1.5291 2.4278
C -2.8042 -0.0371 -4.0924
N -2.5605 0.3927 -2.6769
O -2.4566 1.5700 -2.4536
O -2.4956 -0.5201 -1.8727
H -2.8243 0.8654 -4.6453
H -3.7298 -0.5936 -4.1296
H -1.8921 -0.5603 -4.4286
*
```